# 1
Below is a cluster of 2 separate species, C25H29Si in total, with properties calculated with wB97M-V/def2-TZVPD.

Element x y z (Å)
C: 0.533 -2.689 -3.407
C: -0.686 -1.845 -3.840
Si: -0.562 -0.023 -3.526
C: 0.989 0.810 -4.099
C: 1.254 2.215 -3.520
C: -2.126 0.979 -3.669
C: -3.334 0.389 -2.913
H: 0.118 -0.136 0.649
H: 0.393 -3.741 -3.683
H: 1.428 -2.321 -3.926
H: 0.666 -2.639 -2.319
H: -0.776 -1.848 -4.938
H: -1.644 -2.261 -3.489
H: 1.854 0.137 -4.012
H: 0.791 0.871 -5.179
H: 2.154 2.649 -3.973
H: 0.410 2.877 -3.752
H: 1.416 2.156 -2.436
H: -1.961 2.051 -3.455
H: -2.328 0.951 -4.753
H: -4.242 0.988 -3.058
H: -3.521 -0.638 -3.249
H: -3.123 0.388 -1.841
C: 0.155 0.011 1.725
C: -1.315 0.065 2.158
C: -2.256 1.043 1.733
C: -3.597 0.955 2.183
C: -4.011 -0.101 3.011
C: -3.062 -1.059 3.436
C: -1.742 -0.958 2.997
C: 1.037 -1.155 2.221
C: 2.335 -0.682 2.550
C: 3.344 -1.589 2.924
C: 3.135 -2.967 2.711
C: 1.864 -3.431 2.315
C: 0.809 -2.528 2.123
C: 2.334 0.789 2.410
C: 1.028 1.207 2.030
C: 0.742 2.549 1.842
C: 1.770 3.501 1.941
C: 3.022 3.100 2.422
C: 3.306 1.751 2.697
H: -1.977 1.835 1.015
H: -4.318 1.742 1.894
H: -5.043 -0.137 3.385
H: -3.325 -1.875 4.116
H: -1.028 -1.714 3.329
H: 4.293 -1.216 3.330
H: 3.933 -3.708 2.849
H: 1.685 -4.507 2.168
H: -0.157 -2.922 1.864
H: -0.271 2.852 1.630
H: 1.583 4.536 1.649
H: 3.789 3.863 2.545
H: 4.235 1.429 3.184

* ΔE to the lowest compared entry with this formula, charge and spin: 12.0 kcal/mol
* E: -1259.256644 hartree
* strongest force on any atom: 1.811 eV/Å
* LUMO: -5.5 eV
* net charge: +1

Need the Mulliken charges? In units of e they are:
1. C -1.140
2. C -0.385
3. Si 0.278
4. C -0.359
5. C -1.167
6. C -0.393
7. C -1.138
8. H 0.047
9. H 0.360
10. H 0.335
11. H 0.277
12. H 0.374
13. H 0.408
14. H 0.397
15. H 0.377
16. H 0.359
17. H 0.334
18. H 0.305
19. H 0.405
20. H 0.393
21. H 0.372
22. H 0.325
23. H 0.272
24. C 0.681
25. C 0.562
26. C -0.176
27. C -0.917
28. C -0.468
29. C -0.882
30. C -0.266
31. C -0.021
32. C -0.335
33. C -0.423
34. C -0.593
35. C -0.818
36. C 0.090
37. C 0.148
38. C 0.374
39. C -0.185
40. C -0.921
41. C -0.592
42. C -0.555
43. H 0.406
44. H 0.371
45. H 0.367
46. H 0.396
47. H 0.507
48. H 0.404
49. H 0.359
50. H 0.373
51. H 0.548
52. H 0.336
53. H 0.403
54. H 0.380
55. H 0.410

***

# 2
Below is a structure of composition C25H2AsF21GeMoN2O7S, with properties calculated with wB97M-V/def2-TZVPD.

Element x y z (Å)
Mo: 2.555 -0.183 -0.347
O: 3.299 3.348 -1.877
C: 3.221 2.724 -0.908
O: 3.399 1.182 -1.105
C: 3.035 3.044 0.507
C: 3.359 4.349 0.883
C: 3.270 4.689 2.215
C: 2.873 3.798 3.191
C: 2.545 2.506 2.820
C: 2.614 2.134 1.485
O: 2.286 0.869 1.092
N: 2.100 1.555 3.867
O: 1.788 2.033 4.921
O: 2.027 0.387 3.541
N: 3.616 6.084 2.615
O: 3.629 6.305 3.798
O: 3.866 6.841 1.710
H: 3.681 5.084 0.156
H: 2.817 4.104 4.230
F: 0.462 -1.909 1.492
C: -0.695 -2.592 1.529
C: -1.690 -2.299 0.612
C: -2.881 -3.009 0.699
F: -3.849 -2.696 -0.190
C: -3.100 -3.984 1.647
F: -4.241 -4.633 1.702
C: -2.075 -4.263 2.551
F: -2.244 -5.181 3.462
C: -0.869 -3.565 2.492
F: 0.093 -3.832 3.349
Ge: -1.715 -0.962 -0.738
S: 0.645 -0.190 -1.329
C: -2.390 0.780 -0.461
C: -2.746 1.629 -1.511
F: -2.526 1.226 -2.772
C: -3.297 2.871 -1.296
F: -3.630 3.647 -2.303
C: -3.485 3.302 0.020
F: -3.994 4.480 0.243
C: -3.113 2.496 1.094
F: -3.272 2.921 2.328
C: -2.564 1.255 0.841
F: -2.186 0.492 1.864
C: -2.193 -1.736 -2.497
C: -1.384 -2.574 -3.227
F: -0.170 -2.858 -2.824
C: -1.772 -3.205 -4.471
F: -0.898 -3.952 -5.058
C: -3.039 -3.014 -5.001
F: -3.404 -3.577 -6.113
C: -3.897 -2.200 -4.277
F: -5.104 -1.968 -4.669
C: -3.464 -1.579 -3.044
F: -4.370 -0.873 -2.442
F: 3.606 -1.419 -1.584
As: 4.401 -3.060 -0.768
F: 2.967 -1.682 0.713
F: 5.386 -1.881 -0.115
F: 4.651 -4.149 0.453
F: 5.222 -3.532 -2.110
F: 2.841 -3.580 -1.087

* ΔE to the lowest compared entry with this formula, charge and spin: 15.6 kcal/mol
* E: -8465.006119 hartree
* strongest force on any atom: 1.008 eV/Å
* 2S+1: 2
* LUMO (alpha / beta): -12.2 / -13.0 eV
* net charge: +3

Need the Mulliken charges? In units of e they are:
1. Mo 2.063
2. O -0.282
3. C 0.223
4. O -0.578
5. C 0.991
6. C -0.737
7. C -0.482
8. C -0.235
9. C -0.863
10. C 0.722
11. O -0.300
12. N 1.037
13. O -0.514
14. O -0.574
15. N 1.049
16. O -0.546
17. O -0.564
18. H 0.638
19. H 0.679
20. F -0.045
21. C -0.346
22. C 0.696
23. C 0.393
24. F -0.352
25. C -0.061
26. F -0.227
27. C 0.709
28. F -0.226
29. C -0.119
30. F -0.242
31. Ge -0.402
32. S 0.306
33. C 0.651
34. C 0.332
35. F -0.372
36. C 0.067
37. F -0.233
38. C 0.659
39. F -0.223
40. C 0.073
41. F -0.232
42. C 0.259
43. F -0.306
44. C 0.285
45. C 0.749
46. F -0.176
47. C -0.088
48. F -0.166
49. C 0.739
50. F -0.183
51. C 0.065
52. F -0.152
53. C 0.398
54. F -0.290
55. F -0.721
56. As 1.706
57. F -0.631
58. F -0.256
59. F -0.300
60. F -0.240
61. F -0.228

***

# 3
Below is a structure of composition C25H30BF3N, with properties calculated with wB97M-V/def2-TZVPD.

Element x y z (Å)
F: 3.044 1.365 5.035
C: 2.813 0.037 5.326
C: 3.939 -0.762 5.518
C: 3.708 -1.957 6.188
F: 4.802 -2.602 6.718
C: 2.431 -2.432 6.470
C: 1.305 -1.658 6.136
C: 0.000 -2.160 6.689
C: -1.393 -1.950 6.106
C: -2.360 -2.807 6.665
C: -3.712 -2.629 6.403
C: -4.151 -1.591 5.574
C: -3.185 -0.722 5.090
F: -3.618 0.420 4.458
C: -1.804 -0.888 5.283
C: 1.502 -0.388 5.591
H: 4.933 -0.446 5.205
H: 2.305 -3.395 6.964
H: 0.119 -3.239 6.860
H: -2.019 -3.619 7.321
H: -4.440 -3.263 6.895
H: -5.202 -1.399 5.399
H: -1.099 -0.229 4.774
H: 0.649 0.255 5.357
C: 2.185 0.189 9.414
C: 1.964 1.205 10.529
C: 2.600 0.575 11.747
N: 0.503 1.625 10.756
C: 0.414 2.497 11.973
C: 1.040 3.722 12.158
C: 0.856 4.405 13.387
C: 0.107 3.814 14.405
C: -0.491 2.556 14.197
C: -0.350 1.925 12.969
C: -0.136 2.288 9.509
C: -1.495 2.876 9.859
C: -0.417 1.316 8.363
B: -0.484 0.485 11.489
H: -0.054 -1.754 7.688
H: 3.190 -0.264 9.492
H: 1.486 -0.661 9.463
H: 2.184 0.607 8.407
H: 2.453 2.155 10.267
H: 3.635 0.323 11.495
H: 2.646 1.228 12.610
H: 2.122 -0.365 12.036
H: 1.659 4.161 11.380
H: 1.301 5.396 13.532
H: -0.016 4.327 15.362
H: -1.077 2.071 14.983
H: -0.886 0.917 12.784
H: 0.587 3.081 9.227
H: -1.902 3.403 8.989
H: -2.226 2.101 10.123
H: -1.466 3.596 10.675
H: -1.022 1.792 7.568
H: 0.474 0.982 7.839
H: -1.001 0.434 8.682
H: 0.137 -0.524 11.640
H: -1.549 0.464 10.952

* ΔE to the lowest compared entry with this formula, charge and spin: 31.3 kcal/mol
* E: -1349.527774 hartree
* strongest force on any atom: 3.700 eV/Å
* LUMO: -2.9 eV
* net charge: +1

Need the Mulliken charges? In units of e they are:
1. F -0.336
2. C 0.468
3. C -0.886
4. C 0.532
5. F -0.324
6. C -1.071
7. C 1.296
8. C -0.558
9. C 0.847
10. C -0.987
11. C -0.370
12. C -0.710
13. C 0.342
14. F -0.313
15. C -0.490
16. C -0.590
17. H 0.451
18. H 0.407
19. H 0.468
20. H 0.367
21. H 0.391
22. H 0.437
23. H 0.489
24. H 0.064
25. C -1.651
26. C 0.664
27. C -1.622
28. N 0.839
29. C -0.625
30. C -0.344
31. C -0.852
32. C -0.477
33. C -0.994
34. C 0.724
35. C 0.352
36. C -1.511
37. C -1.075
38. B 0.182
39. H 0.133
40. H 0.581
41. H 0.149
42. H 0.325
43. H 0.273
44. H 0.528
45. H 0.363
46. H 0.364
47. H 0.457
48. H 0.419
49. H 0.434
50. H 0.466
51. H 0.742
52. H 0.310
53. H 0.505
54. H 0.352
55. H 0.382
56. H 0.545
57. H -0.005
58. H 0.188
59. H -0.032
60. H -0.016

***

Question: What is the net charge in the third record?
Answer: +1

***

Question: strongest force on any atom of number 2 (C25H2AsF21GeMoN2O7S)?
Answer: 1.008 eV/Å

***

Question: What is the strongest force on any atom in the second record?
Answer: 1.008 eV/Å

***

Question: Which value of ΔE to the lowest compared entry with this formula, charge and spin does entry 2 give?
Answer: 15.6 kcal/mol